No. 1
The following is a DFT calculation (ωB97M-V/def2-TZVPD) of a cluster of 2 separate species, C4H8 in total in a non-equilibrium geometry.

Relative energy (zero: lowest compared OMol25 entry of this formula, charge and spin)   4.754 eV
LUMO level   -0.48 eV
Orbital gap   7.93 eV
Electronic energy   -4272.4388 eV

Structure (XYZ):
```
12
Properties=species:S:1:pos:R:3:forces:R:3:lowdin_charge:R:1
H 0.8322 1.5802 -1.3258 0.4694 1.0017 0.1014 0.02
C 0.2251 0.0764 0.2520 -0.8862 4.4393 5.6179 -0.50
H 0.3260 -1.7895 -0.4402 -1.4029 -0.8445 0.7569 0.10
H -0.8765 -1.5186 1.1027 0.7844 -1.1545 1.1012 0.07
H -1.2601 -0.8272 -0.2952 -0.6658 -1.1915 -1.3903 0.06
H -0.3874 0.4710 2.4773 0.9621 0.2256 -2.1288 0.08
H 0.5519 1.8137 1.5387 -0.2762 0.1735 -0.0592 0.03
H 1.0404 -0.2547 -1.6556 0.3399 1.4019 0.5617 0.04
C -0.3904 -1.2288 0.2050 -0.1368 0.4376 -1.6161 -0.12
C 0.6350 0.5907 -1.0316 -1.7734 -3.2169 -2.8342 -0.04
H -0.7702 0.2433 -2.3082 1.9062 0.7851 2.3043 0.18
C 0.0740 0.8434 1.4809 0.6792 -2.0574 -2.4148 0.07
```
Positions in Å, forces in eV/Å.



No. 2
The following is a DFT calculation (ωB97M-V/def2-TZVPD) of a structure of composition C4H8 in a non-equilibrium geometry.

Relative energy (zero: lowest compared OMol25 entry of this formula, charge and spin)   7.478 eV
LUMO level   -0.74 eV
Orbital gap   6.90 eV
Electronic energy   -4269.7148 eV

Structure (XYZ):
```
12
Properties=species:S:1:pos:R:3:forces:R:3:lowdin_charge:R:1
H 0.4842 -1.3915 -0.7389 -0.1084 -0.0115 -0.0279 0.13
C 0.6039 -0.9100 0.2373 -1.7774 0.1467 0.0699 -0.32
C -0.5533 0.0007 0.4878 1.2222 4.7067 -3.3977 -0.23
H 1.5876 -0.4444 0.3101 0.2161 -0.5192 0.3741 0.11
C -0.2780 1.4053 -0.8987 -0.5268 -0.8040 0.8317 -0.03
H -0.4096 0.8191 1.1777 -0.8557 -0.6383 0.9535 0.09
H 0.7005 -2.3022 1.7508 -0.1007 0.8142 1.4052 0.02
H -0.1698 2.4772 -0.8712 -0.3622 0.5121 0.9620 0.01
H -1.4200 -0.2176 -0.0999 -0.7256 -0.4540 1.2673 0.08
H -1.1324 1.1643 -1.5291 0.5070 -0.1950 -0.3518 0.03
H 0.6843 1.0516 -1.1378 0.8054 -0.6306 -1.2264 -0.01
C -0.0975 -1.6526 1.3118 1.7061 -2.9271 -0.8597 0.12
```
Positions in Å, forces in eV/Å.



No. 3
The following is a DFT calculation (ωB97M-V/def2-TZVPD) of a cluster of 2 separate species, C4H8 in total in a non-equilibrium geometry.

Relative energy (zero: lowest compared OMol25 entry of this formula, charge and spin)   2.369 eV
LUMO level   1.04 eV
Orbital gap   11.40 eV
SMILES   C=C.C=C
Electronic energy   -4274.8240 eV

Structure (XYZ):
```
12
Properties=species:S:1:pos:R:3:forces:R:3:lowdin_charge:R:1
H -2.3336 1.4705 -3.9092 0.2128 -1.5586 2.0082 0.10
C 2.0515 -0.5365 2.2558 -3.7926 -0.0026 -3.1420 -0.15
H -3.8611 1.3458 -1.9916 -1.1888 1.2090 -0.5063 0.02
H 3.5987 -2.0721 2.6155 -1.2971 2.1832 -0.2496 0.08
H 1.4763 -1.1846 1.4291 1.2615 1.3259 2.0667 0.09
H -1.2508 0.2534 -3.0349 1.3473 -1.1952 0.0804 0.01
C -2.1613 0.7506 -2.9876 -0.6579 2.7551 -2.5315 -0.08
H -3.0469 0.1819 -1.0823 1.0602 -0.4850 0.1475 0.05
C -2.9850 0.7767 -1.9777 -0.7724 -0.7258 0.8032 -0.09
H 1.5190 0.4526 2.4092 1.2375 -1.2015 0.1177 0.06
H 3.8470 -0.4408 3.5132 -1.7073 -0.6831 -1.3970 0.07
C 3.1461 -0.9974 2.7606 4.2968 -1.6215 2.6027 -0.16
```
Positions in Å, forces in eV/Å.



No. 4
The following is a DFT calculation (ωB97M-V/def2-TZVPD) of a structure of composition C4H8 in a non-equilibrium geometry.

Relative energy (zero: lowest compared OMol25 entry of this formula, charge and spin)   5.310 eV
LUMO level   0.05 eV
Orbital gap   8.06 eV
Electronic energy   -4271.8832 eV

Structure (XYZ):
```
12
Properties=species:S:1:pos:R:3:forces:R:3:lowdin_charge:R:1
H 0.0745 -0.8136 1.3145 -1.1971 -0.1700 -0.7418 0.05
H -2.4225 -1.1040 -1.1323 -0.3178 0.1954 -0.4003 0.02
H -3.5534 0.2928 -0.7412 0.1518 0.1606 -0.3413 0.02
H 3.1409 0.2324 -0.2777 -0.0866 -1.2182 0.1508 0.06
H 0.8144 0.0119 -1.4475 0.0399 -0.5036 -0.1411 0.10
C 2.2147 0.2718 0.2972 0.1529 2.5321 -0.8148 -0.09
H -3.0614 -0.8935 0.4610 0.0176 0.1990 -0.0422 0.03
C 0.2663 0.0925 0.7456 1.9409 -0.6166 0.6677 0.07
C 1.0131 0.1483 -0.3955 -0.5357 0.2272 0.6988 -0.25
C -2.7339 -0.3377 -0.4253 0.4757 -0.9036 0.8519 -0.03
H 2.3285 1.0999 0.9869 -0.2637 -0.2685 0.1882 0.05
H -1.8257 0.2032 -0.1454 -0.3780 0.3662 -0.0761 -0.02
```
Positions in Å, forces in eV/Å.



No. 5
The following is a DFT calculation (ωB97M-V/def2-TZVPD) of an isolated molecule of C4H8 in a non-equilibrium geometry.

Relative energy (zero: lowest compared OMol25 entry of this formula, charge and spin)   0.887 eV
LUMO level   1.30 eV
Orbital gap   10.63 eV
SMILES   C=CCC
Electronic energy   -4276.3064 eV

Structure (XYZ):
```
12
Properties=species:S:1:pos:R:3:forces:R:3:lowdin_charge:R:1
C -0.5959 0.4130 -0.0269 0.1245 0.1863 -2.1550 -0.29
H -1.6068 0.0963 0.2213 0.0971 -0.1953 0.9483 0.11
H 0.8001 -2.7871 -0.4391 1.0882 0.3262 -0.0928 0.05
H -0.7900 0.5642 -1.1034 0.3685 0.2703 -0.0153 0.11
C 0.4364 -1.8009 -0.6801 -2.0865 0.3065 -0.1372 -0.01
H 0.9329 1.7949 0.5979 -0.0207 0.7565 -0.8389 0.07
H 1.2268 -0.4521 0.7515 -0.1703 -0.5669 0.3150 0.09
C 0.4272 -0.6877 0.0453 0.7155 0.1443 0.8604 -0.21
H -0.3675 -1.8026 -1.4246 0.1344 -0.3858 0.0060 0.06
H -0.7876 2.5339 0.2157 0.7510 0.4013 -0.1782 0.07
H -0.3441 1.6980 1.6799 -0.2290 0.0069 -0.0937 0.07
C -0.1533 1.7370 0.5973 -0.7726 -1.2502 1.3813 -0.11
```
Positions in Å, forces in eV/Å.



No. 6
The following is a DFT calculation (ωB97M-V/def2-TZVPD) of a structure of composition C4H8AuFO2 in a non-equilibrium geometry.

LUMO level (alpha / beta)   -3.83 / -7.47 eV
Net charge   +1
Multiplicity   4
Orbital gap (alpha / beta)   9.09 / 7.18 eV
<S²>   3.763
Electronic energy   -14765.1243 eV

Structure (XYZ):
```
16
Properties=species:S:1:pos:R:3:forces:R:3:lowdin_charge:R:1
C -0.5071 1.3807 0.4851 -0.5225 0.6599 1.1971 -0.16
C 0.3717 -0.4245 -2.5126 -0.7413 0.4525 0.5279 -0.08
H -1.4311 1.6958 -0.0323 0.2549 -0.2860 0.1123 0.15
H 1.0792 -0.2572 1.5061 -0.2893 -3.2896 -0.4164 0.25
H 0.9581 1.6820 -2.1931 -0.2989 -0.2505 0.0242 0.14
O -1.2676 -0.8042 0.9472 -1.5719 0.5868 3.1556 -0.17
C -0.7748 0.3003 1.5251 0.8033 2.1007 -1.1583 -0.21
O 0.4091 0.7791 -0.4331 1.1315 3.2412 -0.6224 -0.32
H -0.0430 2.2714 0.9339 -0.0188 -0.2801 -0.2222 0.15
H -0.7489 0.7160 2.5452 -1.0877 -1.2955 -0.0345 0.15
Au 0.0762 -1.1583 -0.4196 -1.7544 -4.8585 -8.2890 1.32
H -0.7948 1.3543 -2.0303 0.3226 -0.1905 0.0858 0.13
H -0.4326 -0.6589 -3.2229 0.2776 -0.1257 0.4989 0.07
C 0.2116 0.9377 -1.8725 0.0466 1.7067 -1.5258 -0.24
H 1.3645 -0.5819 -2.9558 -0.2542 -0.4791 0.6031 0.08
F 1.1702 -1.3518 1.1434 3.7025 2.3077 6.0638 -0.27
```
Positions in Å, forces in eV/Å.



No. 7
The following is a DFT calculation (ωB97M-V/def2-TZVPD) of a structure of composition C4H8B2F8OSn in a non-equilibrium geometry.

LUMO level (alpha / beta)   1.09 / 1.19 eV
Net charge   -1
Multiplicity   2
Orbital gap (alpha / beta)   6.07 / 8.86 eV
<S²>   0.753
Electronic energy   -35261.2002 eV

Structure (XYZ):
```
24
Properties=species:S:1:pos:R:3:forces:R:3:lowdin_charge:R:1
H 3.0689 -0.2552 3.3768 0.0844 -0.1895 -0.1294 0.11
C 2.9746 0.1833 1.2640 -0.1277 -0.2224 -0.4405 -0.19
Sn 0.6085 -0.5640 -1.9591 -1.7426 0.1241 0.0077 1.17
B -2.4192 0.8250 -4.4828 -0.4240 0.9543 -0.0062 -1.38
H 0.6454 -1.1338 2.1799 0.4087 -0.1657 0.2714 0.12
F -3.4633 1.0158 -3.5844 0.1739 0.1916 -0.4716 0.12
H 3.4420 0.9771 0.6812 -0.0779 0.0331 -0.0348 0.12
F -1.2455 0.4865 -3.8072 2.6134 -0.2763 2.3512 -0.03
H 3.2999 1.4338 3.0175 0.4389 -0.0966 -0.1535 0.11
C 0.7246 -0.1037 1.8324 -0.5202 -0.5118 -0.0111 -0.16
C 1.3127 0.8258 2.8791 -0.8438 0.2432 -1.0032 -0.17
F -2.5199 -0.5245 0.0887 -0.0436 2.1971 2.3644 0.15
H 1.1832 1.8661 2.5807 -0.5477 0.0511 -0.0897 0.12
F -3.5878 -2.5781 -0.0366 -0.6558 0.0236 0.5073 0.12
H 3.6283 -0.6889 1.2582 -0.1302 -0.2242 -0.5459 0.12
H 0.8927 0.7142 3.8787 0.1578 -0.2556 -0.0856 0.12
F -3.4155 -1.1373 -1.8488 -1.5743 0.2802 -0.7179 0.16
F -2.5430 -0.1976 -5.3408 -1.3832 -2.0526 -1.6566 0.16
H -0.3167 0.1235 1.6038 0.2490 0.3946 -0.9928 0.12
F -1.6866 -2.1080 -1.0515 4.4172 -1.8750 -1.0586 0.04
B -2.8793 -1.5707 -0.6761 -1.0560 -0.3758 -1.0239 -1.48
C 2.7556 0.5430 2.7038 1.3483 0.5235 1.7798 -0.21
O 1.6708 -0.0923 0.6932 -0.6028 0.2223 1.0657 -0.33
F -2.1303 1.9599 -5.2504 -0.1618 1.0070 0.0740 0.08
```
Positions in Å, forces in eV/Å.



No. 8
The following is a DFT calculation (ωB97M-V/def2-TZVPD) of a structure of composition C4H8BClF3NO7PPbS in a non-equilibrium geometry.

Relative energy (zero: lowest compared OMol25 entry of this formula, charge and spin)   1.832 eV
LUMO level   -7.67 eV
Net charge   +1
Orbital gap   4.67 eV
Electronic energy   -66808.6457 eV

Structure (XYZ):
```
28
Properties=species:S:1:pos:R:3:forces:R:3:lowdin_charge:R:1
Cl -1.2005 1.9439 2.7773 -1.3800 -0.5477 0.0220 0.33
H -1.1168 -0.6914 2.2388 -1.3199 -1.3827 0.6538 -0.19
O 4.1290 3.2792 -0.6241 -0.8394 -0.3489 -0.9651 0.08
O -1.8780 -0.7275 -0.8405 -1.2009 1.0836 3.0569 -0.32
O -1.9236 1.6529 -0.8303 -1.2406 -1.0351 3.0782 -0.25
N 3.1515 2.6852 -0.9084 1.9017 1.2491 0.6064 -0.02
B 1.4420 -1.0034 -1.4998 0.1895 -0.2986 -1.5663 -0.36
O 0.4788 1.7033 0.8086 -0.9254 -1.7501 -0.5904 -0.31
O 0.5154 -0.7780 0.6717 -1.3551 0.6235 0.2501 -0.33
F -4.6771 0.3355 -0.0289 1.8861 -0.7498 1.4463 0.17
C 1.5085 1.3219 -0.1119 -0.5894 0.5792 -0.4211 -0.30
S -2.0393 0.4706 0.0464 2.5326 -0.2102 -7.2085 0.67
P -0.4199 0.4109 1.4945 7.6689 2.6823 0.7003 0.21
O 2.6383 2.1411 0.2567 -1.1874 -2.0004 0.2681 -0.02
H 1.5645 -3.1329 -0.6306 -0.1686 0.3727 -1.0548 0.06
Pb -2.6334 -1.7740 3.1314 1.5926 -0.1918 1.3707 1.66
O 1.1959 -0.2787 -2.7121 -0.6888 -0.5731 2.2902 0.08
H 0.4436 -2.8834 -2.0761 1.1149 -0.0255 0.4094 0.08
C 1.4515 -2.6218 -1.6286 -0.3706 0.4234 0.5946 -0.01
H 2.2627 -2.9859 -2.3199 -0.8605 0.4533 0.5875 0.08
C 1.6587 -0.2500 -0.0615 0.6443 0.3948 -1.3596 -0.15
C -3.6732 0.2650 0.8813 -2.9402 2.6396 -1.8332 -0.58
F -3.9793 1.1717 1.8271 0.6695 -2.1481 -0.4926 0.12
F -3.6746 -1.0951 1.3715 -1.3888 1.1066 -0.8228 -0.21
H 1.2501 1.6900 -1.1444 -0.0259 -0.7146 0.9445 0.16
H 2.6689 -0.5995 0.3122 -1.2608 0.5627 0.4652 0.17
H 0.5840 0.2640 2.5308 -1.0674 -0.2804 0.1465 0.08
H 0.2722 -0.5133 -2.9313 0.6093 0.0864 -0.5760 0.11
```
Positions in Å, forces in eV/Å.



No. 9
The following is a DFT calculation (ωB97M-V/def2-TZVPD) of a cluster of 2 separate species, C4H8BClS2 in total in a non-equilibrium geometry.

Relative energy (zero: lowest compared OMol25 entry of this formula, charge and spin)   0.000 eV
LUMO level   0.46 eV
Orbital gap   9.14 eV
SMILES   ClB1CC[C@H]2S[C@@H]12.S
Electronic energy   -39146.6674 eV

Structure (XYZ):
```
16
Properties=species:S:1:pos:R:3:forces:R:3:lowdin_charge:R:1
C -0.3363 1.7148 -0.6152 1.2214 1.6288 -0.2160 -0.20
H -0.9747 0.0484 0.4914 -1.1531 -0.1893 1.1930 0.06
H -2.6299 -3.8979 -0.6414 0.0724 0.2447 1.7737 -0.17
H 1.3856 3.0906 -0.0806 0.1644 -1.9360 0.5767 0.14
H -1.1539 -4.1411 0.6578 -1.2217 0.4067 0.2173 -0.21
H -1.0460 -0.4109 -1.1374 0.9362 0.9525 0.5733 0.12
H 2.9096 0.8686 0.3653 0.8266 0.1820 0.1873 0.08
S 0.9985 1.5107 1.8057 0.0754 0.1273 2.5490 0.93
S -2.4845 -3.7336 0.7636 1.1510 -0.6251 -1.9914 0.39
C 1.0322 2.0244 0.1568 -1.9425 2.6138 -2.7228 -0.61
Cl 1.2863 -2.1130 0.0415 0.6628 -2.1631 0.2907 0.82
B 0.9617 -0.4878 0.0905 -1.0606 5.1411 -1.5672 -0.92
H -0.2148 2.0668 -1.7102 -0.1059 -0.8732 1.5900 0.12
H -1.1513 2.4269 -0.1736 1.2022 -1.7221 -0.6531 0.13
C -0.4320 0.2053 -0.4012 -0.9204 -1.8253 -1.1866 -0.22
C 1.8497 0.8279 0.3871 0.0918 -1.9629 -0.6137 -0.46
```
Positions in Å, forces in eV/Å.